The following is a quantum chemistry calculation of a gas-phase ion, C5H6N3O4S (charge -1) in a non-equilibrium geometry, from the OMol25 dataset.

The geometry in XYZ format:
```
19
Properties=species:S:1:pos:R:3:forces:R:3:lowdin_charge:R:1
O 2.26992 1.04543 -1.15410 -0.369 0.049 -0.094 -0.367
S 1.79377 -0.00264 -0.26856 0.932 0.877 -0.388 0.666
O 2.82945 -0.77226 0.37550 -0.278 -0.389 0.244 -0.344
C 0.81019 0.84986 1.03305 0.094 -0.567 -0.593 -0.157
C -0.37207 -0.04232 1.37060 -0.735 0.491 -0.280 -0.280
N 0.14826 -1.40123 1.70242 0.259 0.232 1.252 0.034
N 0.02444 -2.19880 0.79321 -0.110 -1.264 -0.086 0.100
C -0.61920 -1.62241 -0.43770 0.353 1.681 -0.301 -0.719
O -1.39779 -2.32524 -1.15388 -0.436 -0.554 -0.508 -0.129
C 0.67696 -1.07280 -1.21091 0.147 -0.066 0.203 -0.130
C -1.15856 -0.31145 0.14445 -0.511 -0.421 0.450 -0.162
N -2.17440 0.26360 -0.37583 0.353 -0.748 -0.485 -0.096
O -2.75012 1.34998 -0.06000 -0.301 0.673 0.345 -0.151
H 0.48638 1.79380 0.60172 -0.019 0.021 0.020 0.105
H 1.47370 1.00653 1.87837 0.203 -0.073 -0.044 0.101
H -0.94259 0.34242 2.22218 0.071 0.002 -0.170 0.147
H 1.27554 -1.91891 -1.54198 0.186 0.002 0.072 0.103
H 0.34277 -0.48880 -2.06543 -0.032 0.026 0.031 0.102
H -2.55247 -0.26608 -1.18894 0.194 0.026 0.331 0.177
```
Forces are in eV/Å.

Computed properties:
Frontier orbital gap ... 8.082 eV
Max |F| ... 1.744 eV/A
Structure (SMILES) ... O=S1(=O)C[C@@H]2N=N[C@]([O-])(C1)/C2=[NH+]/[O-]
Total charge ... -1
Relative energy (zero: lowest compared OMol25 entry of this formula, charge and spin) ... 1.240 eV
2S+1 ... 1